No. 1
ORCA calculation (the ωB97M-V functional and the def2-TZVPD basis) on a molecular structure, C38H48AlBrCl4F4KNO12P2S2 at a distorted geometry.

Summary:
Total charge: 0
Highest occupied orbital energy: -5.28 eV

```
114
Properties=species:S:1:pos:R:3:forces:R:3:lowdin_charge:R:1
C -1.723 -4.725 0.705 -0.62 -0.47 -0.22 -0.082
C -1.614 -4.757 -0.827 0.29 -0.91 -0.02 -0.223
N -0.592 -3.867 -1.418 -0.15 0.29 0.44 0.042
C -0.176 -2.787 -0.615 0.15 0.54 0.24 -0.151
C 1.002 -2.805 0.176 -0.06 -0.87 -0.27 -0.085
C 1.829 -4.078 0.092 0.73 0.19 0.09 -0.112
C 3.034 -3.771 -0.828 -0.81 0.30 -0.03 -0.826
O 2.899 -2.949 -1.675 0.54 -0.07 -0.02 0.064
Br 4.678 -4.719 -0.574 -0.24 -0.05 0.02 0.820
C 1.412 -1.712 0.948 -0.58 0.85 0.21 -0.106
C 2.697 -1.715 1.767 -0.28 -0.42 -0.18 -0.098
P 2.822 -3.009 3.060 2.05 -0.42 -0.32 0.466
O 3.769 -4.055 2.659 -0.53 -0.40 -0.19 -0.289
O 1.363 -3.603 3.430 0.20 0.60 0.17 -0.134
O 3.413 -2.293 4.389 -1.58 0.23 -0.29 -0.124
C 0.623 -0.536 0.956 -0.06 0.35 0.17 -0.062
C 1.004 0.717 1.744 -0.62 -0.35 0.11 -0.081
C 0.414 0.711 3.184 1.60 -0.02 0.30 -0.322
C 1.492 0.628 4.273 -0.66 0.19 0.25 -0.025
F -0.415 -0.425 3.362 -0.52 0.46 0.13 -0.065
C -0.543 -0.499 0.180 0.31 -0.39 -0.11 -0.026
C -0.917 -1.609 -0.595 -0.62 0.29 -0.32 -0.002
C -2.160 -1.438 -1.429 0.54 0.21 0.14 -0.242
O -3.017 -2.281 -1.526 -0.13 0.11 -0.04 0.128
C -2.256 -0.076 -2.091 0.16 0.21 -0.13 -0.014
C -2.642 0.111 -3.424 -0.23 -0.07 0.66 -0.166
C -3.028 -1.078 -4.276 -0.05 0.61 -0.51 0.001
C -2.644 1.432 -3.920 -0.75 0.33 -0.91 -0.262
C -2.990 1.646 -5.392 2.49 -1.46 0.17 -0.135
C -1.783 0.965 -6.166 -1.21 2.53 -1.78 -0.310
C -1.364 1.706 -7.472 -0.67 -4.54 0.80 0.037
O -2.123 0.360 -7.365 0.20 -0.48 1.14 -0.108
C -2.327 2.536 -3.120 0.65 0.12 0.57 -0.501
S -2.343 4.226 -3.721 -0.04 -0.14 -0.28 0.837
C -1.945 2.347 -1.771 -0.91 -0.21 -0.19 -0.334
P -1.502 3.720 -0.648 1.16 0.21 0.48 0.462
S 0.365 3.652 -0.091 0.22 0.15 -0.18 0.327
C -1.900 1.026 -1.302 0.03 0.07 0.88 -0.086
C -1.432 0.692 0.095 0.79 -0.83 -0.72 -0.258
O -1.764 1.305 1.106 2.52 0.13 -2.69 -0.301
H -2.261 -3.836 1.053 0.39 0.03 0.07 0.066
H -0.762 -4.862 1.211 -0.10 0.31 -0.12 0.063
H -2.339 -5.590 0.996 0.08 0.20 -0.05 0.075
H -2.598 -4.613 -1.283 0.20 0.29 0.15 0.095
H -1.327 -5.784 -1.099 0.07 0.26 -0.04 0.121
H 0.190 -4.390 -1.790 -0.06 -0.02 -0.09 0.094
H 1.295 -4.894 -0.402 0.11 0.08 0.13 0.107
H 2.156 -4.452 1.063 0.20 0.04 -0.24 0.071
H 3.523 -1.914 1.069 0.02 -0.18 0.40 0.122
H 2.925 -0.752 2.225 -0.21 -0.13 -0.08 0.084
H 1.334 -4.500 3.067 -0.03 0.00 0.12 0.080
H 3.070 -2.751 5.169 0.28 0.07 0.09 0.083
H 2.086 0.870 1.757 -0.22 -0.03 0.08 0.123
H 0.590 1.588 1.237 0.23 -0.13 -0.02 0.002
H -0.161 1.628 3.380 -0.30 -0.36 -0.33 0.130
H 1.807 -0.410 4.408 0.29 0.26 -0.21 0.057
H 2.324 1.302 4.047 0.00 -0.30 -0.05 0.102
H 1.081 0.964 5.237 0.03 -0.10 -0.18 0.073
H -2.138 -1.385 -4.842 -0.24 -0.27 0.15 0.113
H -3.779 -0.790 -5.020 0.20 -0.02 0.12 0.076
H -3.452 -1.898 -3.702 0.36 0.09 0.03 0.082
H -2.965 2.689 -5.684 -0.61 -0.12 0.18 0.071
H -3.875 1.100 -5.707 -0.08 0.35 0.04 0.061
H -0.971 0.530 -5.572 -0.19 0.06 -0.24 0.149
H -2.106 2.105 -8.154 0.75 1.56 0.37 0.118
H -0.432 1.227 -7.763 0.45 1.66 -0.67 0.105
H -1.530 4.099 -4.795 -0.13 -0.17 0.31 -0.079
H -2.301 3.650 0.517 -0.49 0.02 -0.61 -0.032
H -1.825 4.955 -1.229 -0.42 -0.36 -0.03 -0.036
C 6.474 4.096 0.813 -1.11 -0.09 0.45 -0.111
C 5.387 3.117 0.411 0.24 0.04 -0.03 -0.285
O 4.147 3.715 0.056 -0.65 0.05 0.35 -0.217
C 4.155 4.619 -1.056 0.26 0.07 -0.14 -0.290
C 4.613 3.998 -2.353 -0.20 -0.37 -0.10 -0.097
H 6.138 4.720 1.652 0.00 -0.04 0.01 0.080
H 7.368 3.558 1.112 -0.01 0.01 -0.02 0.068
H 6.743 4.772 -0.011 0.16 -0.13 -0.02 0.060
H 5.166 2.467 1.267 -0.18 0.00 -0.03 0.099
H 5.735 2.464 -0.396 0.04 0.07 -0.05 0.110
H 4.752 5.507 -0.821 0.14 -0.09 -0.10 0.115
H 3.119 4.958 -1.175 -0.07 -0.13 0.16 0.080
H 5.643 3.651 -2.297 0.06 0.18 -0.04 0.078
H 4.556 4.734 -3.161 0.28 0.15 0.11 0.046
H 3.981 3.136 -2.604 -0.04 0.00 0.09 0.072
F 8.466 4.664 -0.269 0.93 0.22 -0.43 -0.484
O 1.713 6.701 1.005 1.94 -2.96 -1.30 -0.133
H 2.636 6.370 0.940 -0.23 -0.27 -0.24 0.140
H 1.079 5.963 0.908 0.17 -0.21 -0.26 0.026
H 1.488 7.538 0.334 -0.44 0.45 1.97 -0.006
K -3.314 1.387 2.433 -2.91 0.24 2.69 0.983
F -4.899 -0.097 6.293 0.10 -0.08 0.00 0.091
C -4.407 -1.301 6.598 -0.27 -0.22 0.12 -0.375
C -4.257 -2.249 5.604 0.19 -0.02 -0.19 0.013
C -3.734 -3.505 5.930 0.02 0.20 0.07 -0.027
C -3.378 -3.798 7.242 0.09 -0.03 0.04 -0.077
C -3.533 -2.838 8.239 -0.18 -0.06 -0.06 -0.179
C -4.046 -1.570 7.915 -0.38 0.16 0.38 -0.210
H -4.546 -2.012 4.589 -0.02 -0.02 0.01 0.133
H -3.607 -4.250 5.157 -0.01 0.03 -0.02 0.130
H -2.979 -4.772 7.488 -0.01 0.01 0.01 0.130
H -3.259 -3.064 9.261 -0.05 0.03 0.01 0.129
H -4.169 -0.804 8.673 -0.19 -0.04 0.01 0.136
Cl 0.813 8.770 1.447 -1.33 2.73 -0.33 -0.182
C -7.129 0.926 -4.515 -0.09 0.12 -0.06 -1.509
Cl -5.542 1.210 -3.786 -0.61 -0.04 0.32 0.671
Cl -8.328 2.042 -3.861 0.02 -0.05 0.01 0.535
Cl -7.031 1.067 -6.269 0.03 -0.04 0.05 0.557
H -7.437 -0.083 -4.272 0.02 0.02 0.00 0.016
Al -1.782 -1.209 7.341 0.82 -0.01 -0.42 0.970
C 2.534 -5.958 -3.364 0.15 0.05 -0.12 -0.954
O 1.807 -6.381 -2.452 -0.15 0.18 0.19 0.082
O 3.509 -6.582 -3.866 -0.04 -0.13 0.06 0.183
O 2.408 -4.827 -3.913 -0.17 0.04 0.01 0.171
F 5.772 6.274 -3.541 -0.23 0.05 -0.04 -0.594
```
Positions in Å, forces in eV/Å.

No. 2
ORCA calculation (the ωB97M-V functional and the def2-TZVPD basis) on 2 unconnected molecules or ions with the total composition BrH2NO2S at a distorted geometry.

Summary:
Total charge: 0
Highest occupied orbital energy (spin up / spin down): -11.52 / -9.98 eV
Relative energy (zero: lowest compared OMol25 entry of this formula, charge and spin): 77.7 kcal/mol

```
7
Properties=species:S:1:pos:R:3:forces:R:3:nbo_charge:R:1
N 1.226 -1.360 0.610 -1.08 -1.41 -1.97 -0.623
O -0.067 2.445 0.160 0.61 0.47 -0.90 -0.819
O -1.853 0.903 0.528 -0.92 -0.77 -0.75 -0.821
S -0.637 1.179 -0.166 0.72 0.09 2.42 1.781
Br -0.270 0.512 -2.326 -0.28 0.05 -0.74 -0.134
H 0.891 -2.002 -0.272 0.74 1.68 2.92 0.310
H 0.711 -1.677 1.465 0.22 -0.11 -0.98 0.306
```
Positions in Å, forces in eV/Å.